1.
{"formula": "H4S2", "method": "ωB97M-V/def2-TZVPD", "species": ["S", "H", "H", "S", "H", "H"], "coordinates": [[1.3789, 0.3724, 1.2740], [1.7534, -0.4907, 0.2072], [2.6451, 0.8799, 1.4256], [-1.9736, 0.0686, -0.4626], [-2.1881, 0.3802, -1.7091], [-1.6156, -1.2105, -0.7352]], "nbo_charge": [-0.307, 0.157, 0.147, -0.275, 0.134, 0.143], "smiles": "S.S", "multiplicity": 1, "e_above_lowest_ev": 0.1731, "lumo_ev": 0.794, "total_charge": 0, "gap_ha": 0.3781, "homo_energy_ha": -0.349}

---

2.
{"formula": "H4Si4", "method": "ωB97M-V/def2-TZVPD", "species": ["Si", "Si", "Si", "Si", "H", "H", "H", "H"], "coordinates": [[-0.0546, 0.2972, -1.4014], [-0.1325, 0.2950, 1.3748], [-1.0478, -1.4511, 0.1376], [0.9442, 1.8172, -0.0453], [0.4224, 0.4792, -2.8024], [0.4248, -0.2426, 2.5067], [-2.3862, -0.9608, 0.1953], [1.8296, -0.2341, 0.0347]], "nbo_charge": [0.398, 0.468, -0.074, -0.041, -0.191, -0.238, -0.184, -0.137], "multiplicity": 1, "e_above_lowest_ev": 2.3635, "lumo_ev": -1.535, "total_charge": 0, "gap_ha": 0.2083, "homo_energy_ha": -0.265}

---

3.
{"formula": "H50O25", "method": "ωB97M-V/def2-TZVPD", "species": ["O", "H", "H", "O", "H", "H", "O", "H", "H", "O", "H", "H", "O", "H", "H", "O", "H", "H", "O", "H", "H", "O", "H", "H", "O", "H", "H", "O", "H", "H", "O", "H", "H", "O", "H", "H", "O", "H", "H", "O", "H", "H", "O", "H", "H", "O", "H", "H", "O", "H", "H", "O", "H", "H", "O", "H", "H", "O", "H", "H", "O", "H", "H", "O", "H", "H", "O", "H", "H", "O", "H", "H", "O", "H", "H"], "coordinates": [[0.3177, -1.8421, -0.5325], [1.0234, -2.4687, -0.6711], [0.4354, -1.4036, -1.4736], [-0.5927, 3.7108, 1.7001], [0.3290, 3.7826, 1.9741], [-0.9156, 2.9286, 2.2098], [-2.5593, -1.3811, 1.2230], [-2.5078, -0.5787, 1.7297], [-1.9586, -1.9738, 1.6585], [0.4446, 4.6051, -3.5197], [0.6546, 5.4302, -3.0688], [1.0820, 3.9570, -3.2177], [1.9295, 2.4351, -2.2385], [1.1080, 2.0986, -1.8188], [2.7275, 2.1524, -1.7789], [1.3714, 0.2190, 1.8992], [2.1440, -0.3188, 2.1973], [1.1517, -0.2987, 1.0585], [-3.2264, 4.3346, 0.2286], [-2.8156, 4.3328, -0.6441], [-2.3856, 4.3159, 0.7193], [2.4790, -1.5764, 3.8079], [2.7109, -1.1268, 4.6528], [1.7616, -2.2103, 4.0746], [-4.8345, 0.7002, -1.8160], [-5.0196, 1.3411, -1.1033], [-5.5750, 0.0941, -1.9513], [-2.2047, -0.3376, -1.1650], [-2.3061, -1.1682, -0.6552], [-3.1486, -0.0843, -1.3499], [4.1143, -2.2986, 1.5467], [4.9986, -2.6096, 1.7626], [3.5604, -2.1183, 2.3277], [0.0032, 1.3578, -4.7639], [0.3600, 2.2905, -4.9190], [-0.8186, 1.4870, -4.2018], [2.2103, -1.1199, 6.7222], [1.3134, -0.9915, 7.0817], [2.2758, -2.0211, 6.5729], [3.1343, -1.9443, -2.8197], [3.8143, -1.6583, -3.4585], [2.3772, -1.4036, -3.1632], [-0.7487, 1.0889, 3.2844], [-0.0316, 0.7893, 2.6875], [-0.2739, 1.3908, 4.0433], [-2.3509, 4.0461, -2.6017], [-1.5302, 4.3868, -2.9341], [-2.4780, 3.0984, -2.8667], [-5.1007, 2.3560, 0.1580], [-5.9769, 2.6210, 0.3541], [-4.5272, 3.1266, 0.2905], [-0.3110, 1.7843, -0.5474], [-0.5085, 2.3918, 0.1143], [-1.0744, 1.1290, -0.6891], [-0.2339, -2.8492, 2.0635], [-0.0512, -3.6177, 1.4931], [-0.1780, -2.1597, 1.3610], [0.6544, -3.8736, 4.4009], [1.0935, -4.3390, 3.7041], [0.0295, -3.3737, 3.8599], [0.8888, -5.2537, 0.7729], [0.4302, -6.0473, 0.3673], [1.5956, -4.9503, 0.1665], [3.3993, 0.2081, -0.5352], [3.6498, -0.6377, -0.9432], [3.8641, 0.3515, 0.2723], [2.2955, -3.4327, -0.5540], [2.6961, -3.1344, -1.3906], [2.8413, -3.1158, 0.2751], [-2.4476, 0.7985, -3.6004], [-2.2743, 0.2313, -2.7944], [-3.4123, 1.0004, -3.7573], [0.6109, -0.9982, -3.4482], [0.3715, -0.1008, -3.7212], [0.1252, -1.5545, -4.1019]], "lowdin_charge": [-0.097, -0.051, 0.083, -0.063, 0.060, 0.040, -0.026, 0.043, 0.000, -0.053, 0.054, -0.007, -0.077, 0.015, 0.022, -0.088, 0.031, 0.063, -0.054, 0.014, 0.028, -0.081, 0.052, 0.038, -0.069, -0.012, 0.062, -0.103, 0.048, 0.038, -0.052, 0.060, 0.009, -0.108, 0.081, 0.024, -0.022, 0.072, -0.004, -0.076, 0.073, 0.030, -0.063, -0.011, 0.027, -0.055, -0.010, 0.047, -0.025, 0.044, 0.016, -0.043, -0.040, 0.059, -0.078, 0.031, 0.026, -0.052, 0.023, 0.013, -0.089, 0.086, 0.012, -0.040, 0.021, 0.018, -0.100, 0.036, 0.105, -0.102, 0.018, 0.075, -0.059, 0.010, 0.101], "multiplicity": 1, "e_above_lowest_ev": 1.5227, "lumo_ev": 0.090, "total_charge": 0, "gap_ha": 0.3926, "homo_energy_ha": -0.389}

---

4.
{"formula": "H52HfO26", "method": "ωB97M-V/def2-TZVPD", "species": ["Hf", "O", "H", "H", "O", "H", "H", "O", "H", "H", "O", "H", "H", "O", "H", "H", "O", "H", "H", "O", "H", "H", "O", "H", "H", "O", "H", "H", "O", "H", "H", "O", "H", "H", "O", "H", "H", "O", "H", "H", "O", "H", "H", "O", "H", "H", "O", "H", "H", "O", "H", "H", "O", "H", "H", "O", "H", "H", "O", "H", "H", "O", "H", "H", "O", "H", "H", "O", "H", "H", "O", "H", "H", "O", "H", "H", "O", "H", "H"], "coordinates": [[-0.0291, -0.0176, 0.2093], [-0.3060, -1.5822, -1.5619], [0.1906, -1.6380, -2.3783], [-0.8027, -2.3997, -1.5269], [-3.7141, -2.0804, 2.7567], [-4.4218, -2.5101, 2.2763], [-3.6160, -2.5996, 3.5548], [-1.7501, -4.4269, 1.4107], [-1.2079, -5.1936, 1.5962], [-2.6128, -4.6533, 1.7582], [2.0858, -1.0014, -0.6191], [2.8704, -0.7603, -0.1265], [2.4198, -1.3704, -1.4367], [0.7350, -1.9288, 1.5993], [0.9229, -2.0984, 2.5225], [0.8940, -2.7664, 1.1642], [-1.7958, -1.6393, 0.7542], [-2.6181, -1.2529, 1.0553], [-1.8190, -2.5384, 1.0818], [4.3690, -0.8221, 0.7152], [4.4290, -1.5989, 1.2713], [4.9157, -0.1702, 1.1538], [2.0635, 1.3390, 0.7299], [1.9875, 2.1025, 1.3022], [2.9431, 1.4044, 0.3580], [0.8216, -1.3536, -4.1615], [0.4263, -0.5564, -4.5142], [1.5874, -1.5070, -4.7150], [-1.1393, 3.9530, -2.0201], [-0.5104, 4.6600, -2.1649], [-1.4116, 3.6903, -2.8993], [0.2796, 0.6136, 2.5248], [1.0634, 0.7632, 3.0535], [-0.4472, 0.7124, 3.1399], [0.0600, 1.2884, -4.3237], [-0.3224, 1.0756, -5.1750], [0.2380, 2.2279, -4.3687], [-2.0789, 0.5290, -1.2321], [-2.2109, 1.0983, -1.9901], [-2.9439, 0.1584, -1.0567], [4.1093, 1.4440, -1.1536], [4.3302, 0.7899, -1.8166], [4.7675, 2.1301, -1.2647], [2.7565, -2.7770, -2.5054], [3.0779, -3.3811, -1.8362], [2.7505, -3.2929, -3.3116], [-1.6566, 0.4485, 4.5615], [-1.6459, 1.3132, 4.9720], [-2.2170, -0.0799, 5.1298], [1.7800, 3.9466, -1.3201], [1.9476, 4.4693, -2.1043], [2.1784, 4.4474, -0.6082], [-2.2285, -3.6275, -1.7753], [-3.1755, -3.7623, -1.8095], [-1.8801, -4.4551, -1.4438], [-2.1375, 0.8758, 1.4965], [-2.5031, 0.7923, 2.3772], [-2.6544, 1.5697, 1.0870], [-3.2376, 2.9316, 0.0746], [-3.9998, 3.4506, 0.3313], [-2.9344, 3.3362, -0.7382], [1.0139, -4.0768, 0.1424], [1.8292, -4.5390, -0.0519], [0.3590, -4.7699, 0.2256], [1.2235, 3.5686, 2.0921], [0.8721, 4.4505, 1.9695], [1.7426, 3.6266, 2.8943], [-4.6173, -0.0961, -0.6228], [-5.1001, -0.8536, -0.2921], [-5.2684, 0.4097, -1.1092], [2.7604, 0.7934, 3.7340], [3.0852, -0.0406, 4.0734], [3.5173, 1.3782, 3.7696], [-0.3633, 2.4123, 0.3584], [-0.8405, 3.0524, -0.1696], [0.1098, 2.9382, 1.0033], [0.7691, 1.1074, -1.7430], [1.5094, 1.7128, -1.7031], [0.4258, 1.2063, -2.6310]], "lowdin_charge": [2.248, -0.090, 0.035, 0.033, -0.018, 0.059, 0.066, -0.022, 0.068, 0.070, -0.110, -0.005, 0.032, -0.082, 0.102, -0.003, -0.096, 0.032, 0.022, -0.016, 0.078, 0.075, -0.084, 0.020, 0.033, -0.019, 0.012, 0.073, -0.018, 0.058, 0.059, -0.095, 0.028, 0.029, -0.021, 0.098, 0.080, -0.066, 0.085, 0.009, -0.016, 0.073, 0.081, -0.021, 0.058, 0.081, -0.013, 0.077, 0.078, -0.026, 0.066, 0.057, -0.017, 0.071, 0.050, -0.091, 0.070, 0.018, -0.019, 0.090, 0.033, -0.001, 0.086, 0.057, -0.008, 0.102, 0.101, -0.009, 0.072, 0.083, -0.014, 0.074, 0.073, -0.099, 0.038, 0.011, -0.086, 0.047, 0.018], "multiplicity": 1, "e_above_lowest_ev": 0.5212, "lumo_ev": -10.559, "total_charge": 4, "gap_ha": 0.3904, "homo_energy_ha": -0.778}